Entry 1
Molecular formula: C4H7N3O2
Method: DFT, ωB97M-V with the def2-TZVPD basis set

Computed properties:
Frontier orbital gap: 10.05 eV
SMILES: [H]/N=C(\N)C#N.CC(=O)O
LUMO level: 0.5 eV
Highest occupied orbital energy: -0.3525 Eh

Bonds (Å) are listed after each position.
Element x y z (Å)
1 C 1.8178 1.6531 0.1437  C2 1.501, H6 1.087, H7 1.089, H8 1.090
2 C 1.9171 0.1789 -0.1205  C1 1.501, O3 1.340, O4 1.216
3 O 3.1486 -0.2741 -0.3900  C2 1.340, H5 0.967
4 O 1.0221 -0.6280 0.0441  C2 1.216
5 H 3.8104 0.4308 -0.3901  O3 0.967
6 H 0.7855 1.9450 0.3177  C1 1.087
7 H 2.1964 2.2137 -0.7098  C1 1.089
8 H 2.4079 1.9037 1.0255  C1 1.090
9 C -2.3386 -0.7438 -0.0534  N10 1.359, N11 1.272, C12 1.465
10 N -1.5799 -1.8674 -0.1433  C9 1.359, H14 1.009, H15 1.007
11 N -3.5957 -0.6293 -0.2108  C9 1.272, H16 1.018
12 C -1.6145 0.4160 0.4713  C9 1.465, N13 1.154
13 N -1.3230 1.4598 0.8685  C12 1.154
14 H -0.5804 -1.8156 -0.0119  N10 1.009
15 H -2.0013 -2.7405 -0.4139  N10 1.007
16 H -4.0724 -1.5022 -0.4273  N11 1.018

Entry 2
Molecular formula: C4H7N3O2
Method: DFT, ωB97M-V with the def2-TZVPD basis set

Computed properties:
Frontier orbital gap: 9.56 eV
SMILES: C=NN(C)C(=O)/C=N\O
LUMO level: 0.2 eV
Highest occupied orbital energy: -0.3440 Eh

Bonds (Å) are listed after each position.
Element x y z (Å)
1 C -0.7072 -1.2394 0.8533  H5 1.191, H6 1.175, H7 1.192, N12 1.460
2 C -2.6630 -0.5576 -0.3432  H8 1.066, H9 1.157, N13 1.383
3 C 0.2796 0.9300 0.1916  C4 1.466, N12 1.286, O15 1.242
4 C 1.6109 0.4595 0.5874  C3 1.466, H10 1.113, N14 1.252
5 H -1.2029 -1.0383 1.9173  C1 1.191
6 H -1.2874 -1.9213 0.0924  C1 1.175
7 H 0.4520 -1.5180 0.8590  C1 1.192
8 H -3.6250 -0.4673 -0.7923  C2 1.066
9 H -2.6054 -1.6396 0.0614  C2 1.157
10 H 1.9649 1.0574 1.4563  C4 1.113
11 H 2.2050 -1.6695 -1.2834  O16 0.876
12 N -0.6728 0.0653 0.1993  C1 1.460, C3 1.286, N13 1.390
13 N -1.8559 0.5648 -0.3323  C2 1.383, N12 1.390
14 N 2.2726 -0.5147 0.1633  C4 1.252, O16 1.386
15 O 0.1082 2.0776 -0.2518  C3 1.242
16 O 1.7380 -0.9734 -1.0304  H11 0.876, N14 1.386

Relative to the most stable structure, the computed energies are entry 1 0.0; entry 2 580.5, all in kJ/mol.

Entry 1
Molecular formula: C3H11NO
Method: DFT, ωB97M-V with the def2-TZVPD basis set

Computed properties:
Frontier orbital gap: 6.91 eV
LUMO level: 0.3 eV
Highest occupied orbital energy: -0.2432 Eh

Bonds (Å) are listed after each position.
Element x y z (Å)
1 C -0.0223 -0.7614 -2.5734  O2 1.392, H3 1.111, H4 1.165, H5 1.126
2 O 0.9290 -1.1845 -1.6498  C1 1.392
3 H -0.9246 -1.3822 -2.3883  C1 1.111
4 H -0.3455 0.3560 -2.5091  C1 1.165
5 H 0.3257 -1.0367 -3.6086  C1 1.126
6 C -1.3097 0.1469 1.3920  N7 1.520, H9 1.151, H10 1.072, H11 1.121
7 N 0.0988 -0.0875 0.8708  C6 1.520, C8 1.502, H12 1.175, H13 1.040
8 C 1.1556 0.9011 1.2747  N7 1.502, H14 1.052, H15 1.091, H16 1.067
9 H -2.1000 -0.1748 0.6200  C6 1.151
10 H -1.5445 -0.1927 2.3814  C6 1.072
11 H -1.4974 1.2512 1.3378  C6 1.121
12 H 0.2668 -0.0932 -0.2925  N7 1.175
13 H 0.5523 -1.0156 0.9869  N7 1.040
14 H 0.7580 1.8658 1.1401  C8 1.052
15 H 2.1037 0.7029 0.7735  C8 1.091
16 H 1.5539 0.7047 2.2445  C8 1.067

Entry 2
Molecular formula: C3H11NO
Method: DFT, ωB97M-V with the def2-TZVPD basis set

Computed properties:
Frontier orbital gap: 9.96 eV
SMILES: CCCN.O
LUMO level: 0.9 eV
Highest occupied orbital energy: -0.3331 Eh

Bonds (Å) are listed after each position.
Element x y z (Å)
1 N -2.1967 -0.6086 -3.2117  C3 1.535, H5 1.026, H6 1.026
2 C 0.0000 0.0000 0.0000  C4 1.555, H7 1.103, H8 1.103, H9 1.103
3 C -1.0434 -0.6366 -2.1996  N1 1.535, C4 1.523, H10 1.107, H11 1.107
4 C -1.1622 0.2852 -0.9924  C2 1.555, C3 1.523, H12 1.107, H13 1.107
5 H -2.0530 -1.2163 -4.0258  N1 1.026
6 H -2.4404 0.3152 -3.5858  N1 1.026
7 H 0.2466 -1.0546 0.2090  C2 1.103
8 H -0.3005 0.4848 0.9441  C2 1.103
9 H 0.9039 0.5036 -0.3819  C2 1.103
10 H -0.0455 -0.3489 -2.5827  C3 1.107
11 H -0.9754 -1.6786 -1.8323  C3 1.107
12 H -1.0935 1.3538 -1.2734  C4 1.107
13 H -2.0960 0.1488 -0.4137  C4 1.107
14 O -4.2145 2.4092 -2.9088  H15 0.984, H16 0.984
15 H -3.5620 2.8854 -2.3470  O14 0.984
16 H -4.7496 1.8810 -2.2740  O14 0.984

Relative to the most stable structure, the computed energies are entry 1 319.2; entry 2 0.0, all in kJ/mol.

Entry 1
Molecular formula: C3H11NO
Method: DFT, ωB97M-V with the def2-TZVPD basis set

Computed properties:
Frontier orbital gap: 10.05 eV
SMILES: CCOC.N
LUMO level: 1.0 eV
Highest occupied orbital energy: -0.3339 Eh

Bonds (Å) are listed after each position.
Element x y z (Å)
1 C 0.3226 0.8559 -1.2127  H3 1.193, H4 1.114, H5 1.146, O10 1.451
2 N -1.2037 -2.2338 -1.6231  H6 0.995, H7 1.035, H8 0.999
3 H 0.4998 0.5076 -2.3401  C1 1.193
4 H 1.0364 1.6968 -1.0556  C1 1.114
5 H -0.7011 1.3696 -1.1679  C1 1.146
6 H -1.0983 -2.7892 -0.8038  N2 0.995
7 H -2.1977 -2.2225 -1.9104  N2 1.035
8 H -0.6942 -1.3926 -1.4461  N2 0.999
9 C -0.0901 0.2574 1.1776  O10 1.418, C11 1.456, H12 1.074, H13 1.183
10 O 0.1121 -0.1321 -0.1711  C1 1.451, C9 1.418
11 C 1.0311 0.9097 1.8383  C9 1.456, H14 0.984, H15 1.166, H16 1.049
12 H -0.9279 0.9292 1.1674  C9 1.074
13 H -0.2645 -0.7016 1.8473  C9 1.183
14 H 1.0269 0.9907 2.8185  C11 0.984
15 H 1.9024 0.1755 1.5896  C11 1.166
16 H 1.2464 1.7793 1.2918  C11 1.049

Entry 2
Molecular formula: C3H11NO
Method: DFT, ωB97M-V with the def2-TZVPD basis set

Computed properties:
Frontier orbital gap: 9.84 eV
SMILES: CN(C)C.O
LUMO level: 1.0 eV
Highest occupied orbital energy: -0.3267 Eh

Bonds (Å) are listed after each position.
Element x y z (Å)
1 N -0.6441 0.5471 0.2773  C2 1.523, C3 1.483, C4 1.448
2 C -2.1204 0.4638 0.6421  N1 1.523, H5 1.103, H6 1.103, H7 1.103
3 C -0.3919 -0.7822 -0.3286  N1 1.483, H8 1.103, H9 1.103, H10 1.103
4 C -0.5231 1.5686 -0.7413  N1 1.448, H11 1.103, H12 1.103, H13 1.103
5 H -2.7485 0.2364 -0.2357  C2 1.103
6 H -2.4210 1.4456 1.0450  C2 1.103
7 H -2.3024 -0.3036 1.4132  C2 1.103
8 H 0.6204 -0.7512 -0.7656  C3 1.103
9 H -1.0951 -1.1482 -1.0954  C3 1.103
10 H -0.3894 -1.4933 0.5146  C3 1.103
11 H -0.8075 2.5797 -0.4045  C4 1.103
12 H -1.1100 1.3195 -1.6413  C4 1.103
13 H 0.5468 1.5752 -1.0096  C4 1.103
14 O 4.0750 -1.7145 0.6782  H15 0.984, H16 0.984
15 H 4.5014 -1.4969 1.5379  O14 0.984
16 H 4.8098 -2.0458 0.1137  O14 0.984

Relative to the most stable structure, the computed energies are entry 1 127.4; entry 2 0.0, all in kJ/mol.